(1)
{"formula": "C19H24Br46NO5S2", "method": "the ωB97M-V functional and the def2-TZVPD basis", "homo_ev": -6.33, "charge": -1, "e_tot_ha": -120370.20780, "molar_mass_da": 4086.121, "fmax_ev_per_a": 3.128, "orbital_gap_ev": 7.08, "species": ["C", "O", "C", "C", "C", "S", "O", "O", "N", "S", "O", "O", "Br", "H", "H", "H", "H", "H", "H", "H", "H", "H", "C", "Br", "Br", "Br", "H", "C", "Br", "Br", "Br", "H", "C", "Br", "Br", "Br", "H", "C", "Br", "Br", "Br", "H", "C", "Br", "Br", "Br", "H", "C", "Br", "Br", "Br", "H", "C", "Br", "Br", "Br", "H", "C", "Br", "Br", "Br", "H", "C", "Br", "Br", "Br", "H", "C", "Br", "Br", "Br", "H", "C", "Br", "Br", "Br", "H", "C", "Br", "Br", "Br", "H", "C", "Br", "Br", "Br", "H", "C", "Br", "Br", "Br", "H", "C", "Br", "Br", "Br", "H"], "xyz": [[1.11, -0.15, 1.58], [0.26, 0.57, 0.72], [0.13, 1.90, 1.19], [-1.01, 2.60, 0.49], [-1.61, 3.61, 1.45], [-2.91, 2.95, 2.48], [-3.24, 4.02, 3.38], [-2.46, 1.77, 3.19], [-4.17, 2.73, 1.45], [-4.67, 1.19, 1.37], [-5.55, 1.10, 0.24], [-5.31, 0.72, 2.55], [-3.00, -0.18, 0.86], [1.76, 0.50, 2.14], [0.52, -0.68, 2.30], [1.72, -0.83, 1.02], [-0.11, 1.85, 2.24], [1.06, 2.44, 1.04], [-0.58, 3.10, -0.36], [-1.72, 1.90, 0.10], [-0.83, 4.05, 2.04], [-2.03, 4.40, 0.86], [-2.27, -4.65, -0.08], [-1.32, -3.16, 0.69], [-4.21, -4.47, -0.03], [-1.65, -4.97, -1.88], [-2.03, -5.51, 0.51], [1.14, 3.64, -3.68], [0.89, 2.36, -2.28], [2.29, 2.97, -5.08], [-0.53, 4.27, -4.39], [1.64, 4.49, -3.25], [5.51, 3.75, -3.12], [6.31, 5.49, -3.33], [6.81, 2.34, -3.34], [4.57, 3.60, -1.44], [4.78, 3.64, -3.90], [2.36, -5.73, -3.81], [3.45, -6.69, -5.08], [0.68, -5.20, -4.58], [2.13, -6.73, -2.18], [2.88, -4.83, -3.55], [3.96, -5.30, 1.17], [4.16, -7.19, 1.48], [2.10, -4.79, 1.03], [4.89, -4.24, 2.48], [4.41, -5.09, 0.21], [7.46, -10.00, 0.26], [6.54, -11.69, 0.13], [6.63, -8.66, -0.85], [7.62, -9.41, 2.08], [8.46, -10.15, -0.12], [0.51, 6.73, -7.82], [2.35, 6.67, -7.27], [0.24, 7.95, -9.28], [-0.18, 4.98, -8.21], [-0.06, 7.11, -6.98], [-3.13, 9.75, -9.09], [-4.39, 8.31, -9.36], [-3.56, 11.29, -10.17], [-2.97, 10.21, -7.23], [-2.17, 9.39, -9.42], [9.70, 8.47, -3.54], [7.78, 8.49, -3.62], [10.34, 6.99, -2.50], [10.48, 8.50, -5.30], [10.01, 9.37, -3.04], [-1.76, 11.62, -3.11], [-0.41, 11.05, -4.36], [-3.02, 12.82, -3.95], [-2.65, 10.12, -2.29], [-1.27, 12.17, -2.33], [-9.25, -1.27, 4.42], [-8.50, -1.64, 6.15], [-10.08, -2.83, 3.64], [-10.46, 0.22, 4.48], [-8.43, -0.99, 3.77], [5.40, -2.02, 5.63], [5.14, -0.35, 4.72], [7.25, -2.28, 6.13], [4.23, -2.20, 7.15], [5.14, -2.81, 4.95], [-6.02, -4.87, 5.63], [-7.92, -5.25, 5.50], [-5.12, -6.24, 6.64], [-5.14, -4.61, 3.92], [-5.93, -3.94, 6.18], [0.22, -7.42, 4.23], [0.33, -9.33, 4.48], [-1.59, -6.85, 3.93], [1.03, -6.46, 5.68], [0.78, -7.19, 3.34], [-6.84, -10.37, 6.38], [-7.84, -9.15, 7.48], [-6.86, -9.83, 4.54], [-5.04, -10.60, 7.04], [-7.33, -11.33, 6.45]]}

***

(2)
{"formula": "C33H67BrF5N2O13P", "method": "the ωB97M-V functional and the def2-TZVPD basis", "homo_ev": -8.76, "charge": 0, "e_tot_ha": -5799.20089, "molar_mass_da": 905.768, "fmax_ev_per_a": 8.984, "orbital_gap_ev": 8.31, "species": ["C", "C", "O", "C", "C", "C", "Br", "O", "N", "O", "O", "C", "C", "O", "C", "F", "F", "F", "C", "C", "C", "O", "C", "O", "C", "F", "C", "O", "C", "C", "O", "O", "C", "C", "P", "N", "C", "F", "C", "C", "H", "H", "H", "H", "H", "H", "H", "H", "H", "H", "H", "H", "H", "H", "H", "H", "H", "H", "H", "H", "H", "H", "H", "H", "H", "H", "H", "H", "H", "H", "H", "H", "H", "H", "H", "H", "H", "C", "C", "O", "C", "C", "H", "H", "H", "H", "H", "H", "H", "H", "H", "H", "C", "C", "O", "C", "C", "H", "H", "H", "H", "H", "H", "H", "H", "H", "H", "C", "C", "O", "C", "C", "H", "H", "H", "H", "H", "H", "H", "H", "H", "H"], "xyz": [[-3.39, 1.03, 0.64], [-2.75, 1.25, -0.89], [-1.44, 1.92, -0.84], [-1.43, 3.20, -1.56], [0.03, 3.91, -1.76], [1.22, 2.87, -2.34], [0.28, 2.11, -3.98], [2.20, 3.78, -2.94], [2.42, 4.88, -2.21], [2.31, 5.87, -2.94], [1.53, 2.02, -1.28], [2.67, 1.11, -1.23], [3.17, 0.55, -2.69], [4.05, 1.45, -3.45], [4.85, 0.73, -4.46], [6.21, 0.34, -4.02], [5.05, 1.70, -5.59], [4.19, -0.46, -5.05], [3.88, 2.02, -0.63], [5.35, 1.49, -0.41], [6.42, 2.72, -0.84], [5.87, 0.31, -1.05], [2.11, -0.10, -0.20], [1.21, 0.57, 0.69], [1.51, 1.27, 1.85], [1.20, 2.73, 1.60], [0.35, 0.82, 2.97], [-0.78, 1.76, 2.97], [-0.75, 2.69, 4.11], [-0.87, 4.31, 3.72], [-0.65, 2.32, 5.42], [2.77, 1.24, 2.54], [2.98, 2.25, 3.56], [4.03, 3.46, 3.15], [3.39, -1.30, 0.46], [4.51, -0.89, 1.49], [1.01, -1.12, -0.96], [0.26, -0.50, -2.06], [1.47, -2.57, -1.46], [2.37, -2.70, -2.82], [-2.61, 0.54, 1.38], [-3.87, 2.02, 1.07], [-4.27, 0.23, 0.53], [-3.52, 1.72, -1.64], [-2.54, 0.15, -1.29], [-2.06, 3.95, -0.88], [-2.07, 3.11, -2.55], [-0.17, 4.79, -2.53], [0.34, 4.35, -0.69], [3.84, -0.41, -2.45], [2.33, 0.14, -3.39], [3.99, 2.97, -1.34], [3.50, 2.51, 0.39], [5.56, 1.39, 0.76], [6.14, 3.74, -0.32], [7.52, 2.40, -0.58], [6.36, 2.81, -2.03], [6.88, 0.28, -0.92], [-0.10, -0.22, 2.59], [0.81, 0.59, 4.03], [-2.01, 4.63, 3.58], [-0.37, 4.49, 2.65], [-0.29, 4.99, 4.47], [3.50, 1.70, 4.48], [2.04, 2.77, 4.00], [4.92, 3.48, 3.96], [4.56, 3.32, 2.12], [3.50, 4.51, 3.28], [4.07, -1.93, -0.68], [2.64, -2.38, 1.11], [5.44, -1.09, 1.07], [0.16, -1.39, -0.16], [1.83, -3.36, -0.64], [0.44, -3.08, -1.80], [3.53, -2.59, -2.68], [1.97, -1.99, -3.68], [2.20, -3.80, -3.24], [-3.69, -2.40, 4.65], [-4.69, -2.58, 3.53], [-4.25, -2.06, 2.28], [-3.06, -2.63, 1.74], [-3.16, -4.12, 1.48], [-3.44, -1.34, 4.78], [-4.09, -2.78, 5.60], [-2.75, -2.93, 4.45], [-5.61, -2.04, 3.79], [-4.98, -3.63, 3.42], [-2.20, -2.39, 2.39], [-2.87, -2.12, 0.79], [-3.33, -4.68, 2.41], [-2.23, -4.49, 1.04], [-3.99, -4.33, 0.81], [-5.86, 4.98, -1.15], [-5.66, 3.49, -0.97], [-6.27, 2.97, 0.21], [-7.68, 3.13, 0.32], [-8.45, 2.45, -0.80], [-5.47, 5.53, -0.28], [-5.34, 5.33, -2.04], [-6.92, 5.24, -1.25], [-4.59, 3.28, -0.89], [-6.01, 2.93, -1.85], [-7.94, 4.19, 0.39], [-7.98, 2.67, 1.27], [-8.21, 2.87, -1.78], [-9.53, 2.56, -0.64], [-8.22, 1.38, -0.83], [2.41, -8.33, -0.27], [1.66, -7.02, -0.19], [1.49, -6.38, -1.45], [0.78, -7.11, -2.44], [-0.64, -7.45, -2.04], [3.40, -8.18, -0.72], [2.54, -8.76, 0.73], [1.89, -9.07, -0.88], [2.22, -6.33, 0.44], [0.68, -7.15, 0.30], [1.34, -8.01, -2.73], [0.75, -6.47, -3.34], [-0.67, -8.10, -1.16], [-1.16, -7.97, -2.85], [-1.20, -6.54, -1.80]]}

***

| no. | lowest unoccupied orbital energy (eV) |
| --- | --- |
| 1 | 0.75 |
| 2 | -0.45 |